No. 1
18
Properties=species:S:1:pos:R:3:nbo_charge:R:1 method="wB97M-V/def2-TZVPD" multiplicity=1 e_homo_ev=-9.39 homo_lumo_gap_ev=10.3 smiles="CC(=O)CN.CO" de_lowest_kcal_mol=56.3
H 0.51 -0.97 -1.94 0.382
C 0.72 -0.34 0.51 0.653
H -0.78 -1.97 -2.16 0.370
H 1.44 0.24 2.42 0.234
H -0.26 3.20 -0.24 0.182
O -0.80 1.28 0.15 -0.753
H -0.94 0.32 -0.32 0.523
H 0.79 -1.42 2.35 0.234
C 0.67 -0.40 2.01 -0.726
H -1.46 -1.40 0.20 0.201
H -0.30 -0.03 2.34 0.242
C -0.26 2.23 -0.75 -0.251
O 1.68 -0.08 -0.16 -0.593
C -0.44 -1.41 -0.20 -0.386
N -0.44 -1.17 -1.64 -0.859
H -0.03 -2.38 0.10 0.193
H -0.86 2.32 -1.66 0.172
H 0.77 1.98 -1.02 0.180

***

No. 2
18
Properties=species:S:1:pos:R:3:nbo_charge:R:1 method="wB97M-V/def2-TZVPD" multiplicity=1 e_homo_ev=-8.55 homo_lumo_gap_ev=9.1 de_lowest_kcal_mol=93.6
C -0.06 0.30 1.51 -0.667
N -0.29 1.68 -1.19 -0.756
C -0.06 0.38 -1.07 0.296
H 0.87 0.14 2.06 0.247
H -0.36 2.10 -2.10 0.409
H -0.88 -0.17 2.05 0.247
O 1.91 0.11 -0.40 -0.958
H 1.26 -2.03 0.64 0.240
H -0.40 2.28 -0.39 0.396
H 0.04 -0.18 -1.99 0.237
H -2.34 0.23 -0.13 0.434
C 0.06 -0.35 0.16 0.387
H -0.24 1.37 1.47 0.194
O -1.84 -0.54 -0.41 -0.958
H 0.39 -2.20 -0.88 0.224
C 0.32 -1.82 0.14 -0.645
H 2.12 1.01 -0.12 0.434
H -0.50 -2.33 0.64 0.240

***

No. 3
18
Properties=species:S:1:pos:R:3:nbo_charge:R:1 method="wB97M-V/def2-TZVPD" multiplicity=1 e_homo_ev=-8.89 homo_lumo_gap_ev=9.5 smiles="C=CC(=C)N.O.O" de_lowest_kcal_mol=89.9
H -0.14 -0.39 1.51 0.394
C -0.06 -1.03 -0.44 0.128
H 1.07 0.88 0.80 0.482
C 1.36 0.64 -1.74 -0.365
H 2.19 1.85 0.58 0.452
C 0.97 -0.60 -1.45 -0.260
N 0.37 -0.88 0.88 -0.881
H -1.59 -1.43 -1.83 0.197
H 0.71 -1.66 1.36 0.381
H 1.40 -1.40 -1.90 0.196
H -2.51 0.25 2.79 0.474
H -2.56 1.43 1.82 0.471
H -2.13 -1.52 -0.16 0.201
H 0.79 1.57 -1.49 0.234
O 1.30 1.91 0.60 -0.968
O -2.28 0.58 1.88 -0.941
H 2.19 0.81 -2.68 0.194
C -1.29 -1.36 -0.84 -0.387

***

No. 4
18
Properties=species:S:1:pos:R:3:nbo_charge:R:1 method="wB97M-V/def2-TZVPD" multiplicity=1 e_homo_ev=-9.24 homo_lumo_gap_ev=9.9 smiles="CCN(C)C=O.O" de_lowest_kcal_mol=27.4
N -1.42 -0.02 0.12 -0.442
H 3.32 0.32 0.63 0.470
H -2.30 -1.80 0.14 0.098
H -0.48 1.89 -0.15 0.209
C -0.51 -0.46 -0.94 -0.209
C 0.83 -0.89 -0.25 -0.616
H 4.76 0.65 0.15 0.473
O -3.25 -0.41 1.36 -0.616
O 3.86 0.47 -0.18 -0.942
H -0.39 0.43 -1.58 0.202
H 1.22 0.01 0.25 0.191
H -0.84 -1.30 -1.57 0.207
H -1.16 1.62 1.48 0.218
H 0.75 -1.70 0.49 0.216
C -1.28 1.38 0.41 -0.430
H 1.55 -1.20 -1.03 0.220
C -2.40 -0.79 0.59 0.537
H -2.25 1.78 0.07 0.215

***

No. 5
18
Properties=species:S:1:pos:R:3:nbo_charge:R:1 method="wB97M-V/def2-TZVPD" multiplicity=1 e_homo_ev=-7.83 homo_lumo_gap_ev=7.5 de_lowest_kcal_mol=89.9
H 1.30 1.28 -1.24 0.444
N 1.35 0.66 -2.02 -0.686
H -1.81 -0.35 -0.89 0.270
C -1.03 0.34 -1.35 -0.677
O 1.46 -0.76 2.07 -0.737
O -0.18 -0.25 0.79 -0.808
C -0.72 -0.43 3.00 -0.719
C 0.31 -0.36 -1.61 -0.361
H -0.26 -0.52 3.96 0.211
H -0.90 1.07 -0.52 0.247
H 0.28 -1.25 -2.25 0.204
H -1.49 -1.20 2.87 0.215
H 2.32 0.25 -2.28 0.444
C 0.28 -0.49 1.88 0.788
H 0.74 -0.55 -0.34 0.365
H -1.54 0.90 -2.13 0.188
H 1.01 1.11 -2.87 0.404
H -1.10 0.55 2.93 0.209

***

No. 6
18
Properties=species:S:1:pos:R:3:nbo_charge:R:1 method="wB97M-V/def2-TZVPD" multiplicity=1 e_homo_ev=-8.53 homo_lumo_gap_ev=9.4 smiles="C=NC(=C)C.O.O" de_lowest_kcal_mol=99.7
C -0.86 1.07 0.46 0.139
N 0.21 2.01 0.83 -0.411
H -0.26 -1.84 -3.60 0.475
H -2.73 1.68 1.70 0.211
H 0.11 2.04 3.13 0.178
H -0.97 -2.20 -2.26 0.458
H 4.07 -2.53 -0.64 0.490
H 4.27 -4.31 -0.61 0.487
O 3.84 -3.44 -1.08 -0.977
O -0.28 -1.74 -2.58 -0.930
H 0.48 -0.44 -0.07 0.218
H -2.32 2.51 0.33 0.216
C -0.58 -0.16 -0.04 -0.443
H 1.31 3.18 2.08 0.184
H -1.42 -0.68 -0.49 0.199
C 0.47 2.42 2.10 -0.070
H -2.99 0.91 0.10 0.214
C -2.36 1.50 0.63 -0.638

***

Largest force on an atom for every record listed, in sequence, given in eV/A: 4.21; 0.55; 6.23; 2.28; 3.41; 6.34.